Molecular formula: C17H25N5O4Os
Method: DFT, ωB97M-V with the def2-TZVPD basis set

Output
* charge: 0
* Kohn-Sham gap (alpha / beta): 7.31 / 6.81 eV
* E_HOMO (alpha / beta): -7.21 / -7.18 eV
* ΔE to the lowest compared entry with this formula, charge and spin: 37.2 kcal per mole
* largest force on an atom: 0.0172 Eh/bohr
* DFT total energy: -1328.0854 Ha
* multiplicity: 5
* ⟨S²⟩: 6.023

Each line ends with the natural charge from an NBO analysis.
Positions of all 52 atoms, in Å:
Os1 -1.6099 0.0015 -0.5365  1.6408
C1 1.9423 2.7496 0.5432  -0.7096
C2 0.6522 2.4290 -0.1807  0.6123
O1 0.1217 1.3461 0.1300  -0.7139
C3 0.1204 3.3628 -1.1428  -0.3596
C4 0.8262 4.5577 -1.3934  -0.0775
C5 0.3764 5.5056 -2.2762  -0.3236
C6 -0.8367 5.2803 -2.9591  -0.1559
C7 -1.5512 4.1391 -2.7487  -0.2988
C8 -1.1179 3.1173 -1.8389  0.4632
O2 -1.8445 2.0869 -1.7235  -0.7185
H1 2.1676 1.9336 1.2249  0.2297
H2 1.8535 3.6771 1.1092  0.2336
H3 2.7644 2.8611 -0.1648  0.2347
H4 1.7584 4.7465 -0.8789  0.1936
H5 0.9462 6.4088 -2.4443  0.2080
H6 -1.1992 6.0223 -3.6603  0.2079
H7 -2.4803 3.9386 -3.2664  0.2179
N1 -3.1536 -1.0305 3.2914  -0.7810
C9 -2.8893 -0.4851 2.0961  0.7117
O3 -1.7275 -0.4006 1.6720  -0.6584
C10 -4.0451 -0.0861 1.2215  -0.5313
C11 -3.5131 0.7361 0.0491  -0.6906
H8 -2.3912 -1.3320 3.8750  0.4125
H9 -4.0904 -1.0664 3.6487  0.4078
H10 -4.8064 0.4345 1.8117  0.2242
H11 -4.4946 -1.0230 0.8763  0.2415
H12 -3.2827 1.7482 0.3959  0.2209
H13 -4.2339 0.8305 -0.7597  0.2363
O4 -1.2345 -0.5476 -2.1729  -0.7175
C12 1.6671 -1.1527 0.5080  -0.0799
N2 0.4950 -1.9418 0.1033  -0.5021
C13 0.2450 -2.9486 1.1395  -0.0734
N3 1.3956 -3.8301 1.3393  -0.4687
C14 2.5446 -2.9992 1.7099  -0.0781
N4 2.8534 -1.9913 0.6943  -0.4691
C15 3.1190 -2.6856 -0.5701  -0.0789
N5 1.9863 -3.5070 -1.0000  -0.4646
C16 0.8188 -2.6356 -1.1539  -0.0824
C17 1.7001 -4.4762 0.0577  -0.0789
H14 1.4358 -0.6303 1.4376  0.2053
H15 1.8704 -0.4078 -0.2608  0.2099
H16 -0.6181 -3.5510 0.8457  0.1968
H17 0.0135 -2.4367 2.0752  0.1969
H18 3.4159 -3.6423 1.8506  0.1966
H19 2.3288 -2.4956 2.6551  0.1934
H20 3.9959 -3.3247 -0.4454  0.1949
H21 3.3341 -1.9449 -1.3426  0.2007
H22 -0.0420 -3.2321 -1.4593  0.2052
H23 0.9994 -1.8918 -1.9288  0.2234
H24 2.5667 -5.1278 0.1890  0.1962
H25 0.8471 -5.0885 -0.2421  0.1967